The following is a DFT calculation (wB97M-V/def2-TZVPD) of 12 unconnected molecules or ions with the total composition C67H165N10O21.

The calculation puts the energy above the lowest of the compared OMol25 structures with the same formula, charge and spin at 0.0 kJ/mol. As for the LUMO energy (alpha / beta): 0.0150 / -0.0016 hartree. The calculation puts the highest occupied orbital energy (alpha / beta) at -8.177 / -8.174 eV. Its multiplicity is 2. The HOMO-LUMO gap (alpha / beta) comes out at 8.5851 / 8.1305 eV.

Geometry as XYZ:
```
263
Properties=species:S:1:pos:R:3:forces:R:3:lowdin_spin:R:1
O -2.123275 10.467307 -2.212702 -0.141 0.545 -0.490 0.0000
O 2.743995 5.309227 1.776078 -2.599 1.819 1.228 0.0000
O -0.852355 -1.792623 4.915528 0.710 1.532 1.172 0.0000
O -1.261475 8.101357 1.612778 -0.730 0.034 -0.949 0.0000
O 2.860015 2.972677 -5.067042 0.962 -0.734 -1.123 0.0000
O -7.536405 1.964027 -0.992962 1.861 -1.374 0.629 0.0000
O -0.124545 -0.957303 -2.617372 0.802 0.610 6.175 0.5952
O 2.625145 -5.997083 3.545968 -0.446 -0.253 -0.168 0.0000
O 0.322875 1.891837 9.562228 -2.927 -0.979 1.065 0.0000
O 1.854825 -4.330393 -3.840052 0.519 0.122 -0.196 -0.0001
O 0.601055 -7.256983 -0.662142 0.837 -0.581 0.328 0.0000
O 1.475385 -9.019433 6.693478 -0.603 0.767 0.819 0.0000
O -5.059565 3.583557 2.709098 0.600 0.332 -0.026 0.0000
O -2.319515 5.665807 -1.950662 -0.144 -0.045 1.271 0.0000
O 1.176695 -0.557783 -6.955832 2.318 0.612 -1.063 0.0000
O -5.740935 -8.654443 -0.433682 -2.502 -1.303 -0.761 0.0000
O 8.352755 1.931127 1.640658 -0.895 -0.119 -0.218 0.0000
O 6.237415 -3.204183 2.828868 -0.597 1.846 -1.359 0.0000
O -1.930025 -3.494393 -2.815302 -1.226 0.083 -0.216 0.0016
O -1.388865 0.095757 -5.449852 -1.304 0.705 0.545 -0.0005
O -4.014725 5.757497 -5.402452 1.377 -0.699 -0.396 0.0000
N -1.073465 7.862887 -3.132682 0.833 -1.339 -0.421 0.0000
N 0.538915 6.135337 3.318988 -2.139 -0.545 -0.144 0.0000
N 3.439335 -8.306783 5.097168 0.340 0.012 -0.291 0.0000
N 0.005365 -0.781343 -1.145482 -1.317 -0.429 -4.748 0.3180
N -2.062145 -8.729683 -0.752512 1.700 -1.327 -0.006 0.0000
N -3.249485 -2.219733 -5.208272 0.534 0.377 -0.901 0.0000
N 2.443905 -1.611243 -4.372172 0.975 0.808 -1.464 0.0009
N 6.832305 -1.339023 0.636828 0.171 0.729 1.048 0.0000
N -5.412645 4.449867 -3.005622 -1.026 1.149 0.901 0.0000
N -0.130825 0.325327 7.429738 0.901 -0.828 -1.002 0.0000
C -2.781825 0.166067 -5.850642 1.175 1.515 0.588 0.0000
C 2.862695 -0.369483 -5.066582 -1.993 -1.157 -0.273 0.0003
C -3.609435 -1.980353 -3.838922 -0.046 -1.682 1.269 0.0000
C -0.720855 0.426867 -0.685342 1.108 1.073 1.297 0.0180
C 2.375845 3.361757 -3.829262 -1.465 0.696 0.374 0.0000
C 0.945315 0.461677 1.430728 -0.356 -0.972 -1.179 -0.0001
C 0.276345 5.507397 2.010018 1.440 0.764 -0.320 0.0000
C -0.602635 7.023617 3.751678 1.586 1.208 -0.311 0.0000
C 3.264485 2.989767 -2.664432 0.317 0.328 0.246 0.0000
C 5.523735 -1.477663 1.306948 0.015 -0.168 0.665 0.0000
C -3.381855 -8.455113 -1.136712 -2.493 1.036 0.559 0.0000
C 1.788365 -7.193543 0.166958 -0.434 -0.794 -0.538 0.0000
C -0.867685 1.401977 -5.133742 0.526 -1.060 -0.985 0.0007
C 1.749075 -5.653993 -3.320092 -0.513 0.940 0.548 0.0000
C 7.827055 -0.401153 1.255508 -1.101 -0.372 -0.305 0.0000
C 3.838895 -8.061593 3.692098 -0.818 -0.479 1.385 0.0000
C 1.277405 -8.128953 7.768438 -0.603 1.421 -0.175 0.0000
C 3.269645 -9.704253 5.414268 0.932 -0.590 -1.798 0.0000
C 2.555075 -9.907393 6.667898 -0.386 -0.469 1.622 0.0000
C -2.236565 0.252877 -0.842752 0.450 -0.901 -0.509 0.0056
C -1.363355 8.977597 -3.978342 -0.955 -0.214 0.059 0.0000
C -0.487985 0.688797 0.878298 0.060 0.207 -0.105 -0.0009
C 1.321185 -1.018243 1.039938 -0.827 2.408 -0.509 -0.0007
C -4.410095 -8.620483 0.010168 0.343 0.991 0.824 0.0000
C -0.707555 8.365157 2.868238 0.292 -1.790 0.688 0.0000
C -6.672815 0.776707 -0.898952 0.187 0.097 -0.498 0.0000
C -3.502705 -1.104833 -6.096182 0.214 -0.469 -0.566 0.0000
C 2.676445 -0.526153 -6.582142 -1.868 1.687 0.618 0.0000
C -0.857135 0.974087 9.643028 0.904 -0.724 -1.246 0.0000
C 5.568425 -1.930853 2.753448 0.761 -0.998 0.277 0.0000
C -2.080195 11.826687 -1.747942 0.024 -0.934 0.065 0.0000
C -1.311305 6.570917 -3.808002 0.608 0.626 0.040 0.0000
C 2.504205 -4.612603 3.347118 -0.808 0.243 0.068 0.0000
C 2.428415 -0.435133 -1.160952 0.592 -0.063 1.253 0.0147
C -2.272025 5.104147 -0.621792 -0.876 0.303 -0.646 0.0000
C 7.453945 1.045697 0.905438 1.773 0.511 0.062 0.0000
C -5.356115 5.428337 -5.313462 -1.294 -1.713 1.791 0.0000
C 7.975255 3.313997 1.770708 0.182 -1.096 -0.041 0.0000
C -1.299765 -0.466483 5.256028 1.373 1.131 0.330 0.0000
C 3.204625 -3.861773 -3.790382 -0.373 -2.375 0.410 0.0000
C -3.126075 4.721317 -5.876352 -0.775 0.254 0.200 0.0000
C -1.148235 10.256077 -3.245312 0.276 1.199 0.271 0.0000
C -1.618325 -2.451283 3.945088 -0.700 0.520 1.064 0.0000
C 3.853875 4.639927 1.408728 1.670 -0.914 -0.408 0.0000
C -0.175755 0.441377 5.947428 -0.490 -1.425 0.312 0.0000
C -1.290595 0.648087 8.196288 -0.328 1.657 0.322 0.0000
C -0.256975 1.709537 -1.498192 -0.860 -0.853 0.028 0.0140
C 0.711035 2.287877 10.871218 1.862 -0.531 -0.193 0.0000
C 3.899495 -6.560923 3.417448 0.952 -0.514 0.359 0.0000
C 3.472215 -2.638633 -4.615302 -1.237 -0.208 1.826 0.0001
C -1.164655 -8.398213 -1.843412 1.316 -1.194 1.323 0.0000
C -1.525705 9.237997 0.799598 0.420 0.076 -0.441 0.0000
C -3.306465 -3.207323 -2.909222 -0.255 1.409 -1.598 0.0001
C -3.699365 3.352857 3.110448 -0.322 0.205 0.323 0.0000
C -5.723795 4.165717 -4.369192 0.296 1.443 -0.870 0.0000
C -7.158915 2.861517 -2.037282 -1.074 0.087 -0.750 0.0000
C 0.340835 -8.519733 -1.321162 -0.831 1.322 -1.196 0.0000
C -6.728775 -9.097103 0.585018 2.319 -0.130 0.104 0.0000
C -5.741435 3.369687 -2.080862 1.662 -0.031 0.237 0.0000
C -1.110035 5.560537 -2.726862 -1.086 -1.354 1.456 0.0001
C 1.257485 -1.264233 -0.531622 0.802 0.632 1.311 0.0199
C -1.732655 -4.361343 -1.737462 1.880 0.104 -0.305 0.0001
C 1.380815 -2.795203 -0.605822 0.292 0.881 -0.982 0.0048
C 6.180305 -3.781813 4.073988 0.149 -0.707 0.295 0.0000
C 1.487575 4.615997 1.604908 -0.222 0.890 0.175 0.0000
C 1.043795 -0.043413 -8.341262 0.644 -1.102 0.919 0.0000
C -3.392885 1.860097 3.047628 0.199 0.629 -0.369 0.0000
H 0.366085 3.226627 11.304648 -0.644 0.135 -0.611 0.0000
H 7.978545 -0.552233 2.324308 -0.385 0.228 0.323 0.0000
H -2.832585 1.062517 -0.421642 0.248 0.303 -0.238 0.0000
H -1.503045 6.459657 3.995188 -0.245 -0.213 -1.171 0.0000
H 3.383005 -0.924403 -0.967362 0.092 -0.456 -0.405 0.0016
H 1.737145 -2.963323 -1.622122 -0.714 -1.007 -0.107 -0.0002
H -2.183845 -5.347313 -1.848802 -0.868 0.179 0.253 0.0002
H 1.670005 0.831527 -8.515752 0.115 0.109 0.164 0.0000
H 2.739995 -4.242533 2.349348 0.306 -0.387 -0.393 0.0000
H 2.112705 3.031467 -5.666762 0.169 -0.121 -0.291 0.0000
H 2.358605 -1.277423 -3.422762 0.038 -1.226 0.287 0.0008
H -0.401235 7.355647 4.770148 0.628 0.356 0.036 0.0000
H 4.330825 -6.379843 2.432938 0.030 0.144 -0.266 0.0000
H 1.578165 1.225157 0.978298 0.274 -0.156 -0.223 0.0000
H -4.564265 -0.864613 -6.155212 -0.529 0.469 0.396 0.0000
H 0.607255 0.911817 7.792198 0.264 -0.097 -0.233 0.0000
H 8.767115 -0.748193 0.826608 0.161 0.698 -0.254 0.0000
H 1.612155 -6.420243 -4.083122 -0.096 0.133 -0.232 0.0000
H -2.419255 0.080277 -1.903392 -0.284 0.357 -0.005 -0.0005
H -2.078215 -0.098653 8.095588 0.124 -0.253 0.549 0.0000
H -5.453075 3.697237 -1.082032 -0.075 0.040 0.156 0.0000
H 2.178965 0.399707 -4.707472 0.128 0.228 -0.123 0.0003
H -0.384845 2.574207 -0.846962 0.145 0.117 -0.230 0.0004
H -0.937715 1.771677 -2.347212 -0.145 0.273 0.068 0.0017
H -0.165315 10.359647 -2.785702 0.362 -0.748 0.235 0.0000
H 2.093745 -7.861123 8.439218 0.454 -1.112 0.086 0.0000
H 1.441955 -4.419673 3.497148 -0.004 0.158 0.025 0.0000
H -3.904655 -2.893483 -5.578292 0.223 -0.749 0.340 0.0000
H 7.657305 1.149697 -0.160352 -0.100 0.209 -0.215 0.0000
H 0.898835 -5.588203 -2.641232 -0.093 -0.616 -0.155 0.0000
H 2.964215 3.538197 -1.771592 -0.132 0.216 -0.039 0.0000
H 1.680875 -7.781913 1.078198 -0.389 0.128 0.253 0.0000
H -2.559425 -0.659593 -0.341492 0.091 -0.115 0.162 0.0002
H -1.378645 2.055787 -4.426952 -0.832 -0.408 0.130 0.0000
H 3.271215 -9.822173 7.485198 -0.315 0.509 0.512 0.0000
H 2.124465 -10.906933 6.727818 0.259 -0.295 -0.052 0.0000
H 3.879885 -0.083503 -4.798912 0.392 0.158 -0.323 0.0000
H -1.917455 4.073447 -0.615322 0.289 -0.056 -0.119 0.0000
H 0.575265 -1.588013 1.594068 0.038 -0.572 -0.295 0.0003
H 0.137445 6.274467 1.248168 0.296 0.202 -0.246 0.0000
H 2.995765 0.435597 -6.983602 0.503 -0.220 -0.412 0.0000
H 0.589305 1.509947 11.624948 -0.368 -0.242 -0.110 0.0000
H 4.743245 -8.665083 3.614368 0.702 0.852 -0.409 0.0000
H -3.797955 1.519617 2.094688 -0.050 -0.343 0.087 0.0000
H -3.477135 3.777517 4.089418 -0.387 -0.229 0.519 0.0000
H 7.294735 -2.226083 0.776018 -0.263 -0.477 -0.367 0.0000
H 1.421565 6.609457 3.191568 -0.071 0.476 0.396 0.0000
H -3.313865 -1.322763 -7.147342 0.476 -1.003 0.103 0.0000
H -0.650475 9.759967 0.412788 0.807 0.106 0.741 0.0000
H 6.406825 1.313957 1.045728 -0.123 -0.189 0.461 0.0000
H -0.670335 -4.604243 -1.761272 0.139 0.155 0.174 0.0000
H 8.012655 3.858077 0.826958 0.124 -0.036 -0.184 0.0000
H -6.697015 0.171717 -1.805312 -0.304 0.184 -0.377 0.0000
H -7.779145 -8.805913 0.580508 0.323 0.921 -1.148 0.0000
H -3.749485 -2.866063 -1.973612 0.114 -0.414 0.600 0.0000
H 0.037955 0.209397 -8.676652 -0.333 -0.086 0.962 0.0000
H -0.273695 5.739887 -2.051242 0.359 0.587 -0.279 0.0000
H 1.080925 -7.130043 7.378998 -0.084 0.142 -0.709 0.0000
H -3.466255 4.253677 -6.800312 -0.106 0.418 -0.427 0.0000
H 6.384425 -4.825903 3.836688 0.191 -0.127 0.824 0.0000
H -1.464045 -7.393323 -2.141162 0.969 0.375 -0.555 0.0000
H 6.041165 -1.174363 3.379818 0.753 0.101 0.009 0.0000
H -2.150795 9.973707 1.305648 -0.243 -0.076 0.050 0.0000
H 2.656755 -7.641623 -0.315982 0.104 0.132 -0.490 0.0000
H -3.324325 0.781527 -5.133002 -0.011 0.150 0.350 0.0000
H -1.274635 0.170997 1.427088 0.326 -0.817 0.136 0.0001
H -7.853875 3.698087 -1.964602 0.120 0.259 0.453 0.0000
H 4.793805 5.123287 1.675218 -0.292 0.827 0.401 0.0000
H 4.959335 -2.182333 0.696218 -0.170 -0.049 0.105 0.0000
H -1.908255 -3.799243 -0.820232 -0.478 -0.514 0.450 0.0001
H 2.608375 -7.820173 5.401818 -0.132 0.144 -0.522 0.0000
H -0.569735 0.005067 10.051078 0.559 0.160 0.569 0.0000
H -1.639845 -8.251003 0.030198 -0.948 0.316 0.492 0.0000
H -1.697385 1.347927 10.228108 0.201 0.478 -0.029 0.0000
H -6.287255 -8.712443 1.504368 -0.362 -0.323 0.490 0.0000
H -7.459415 2.438967 -2.996062 0.281 -0.524 -0.261 0.0000
H 0.429125 -3.219193 -0.285502 -0.007 -0.190 -0.681 0.0000
H 0.349265 -8.303423 8.312718 0.186 -0.751 0.299 0.0000
H -3.860705 1.348337 3.888658 -0.101 -0.119 -0.118 0.0000
H -2.720745 11.963607 -0.876712 -0.112 -0.443 -0.031 0.0000
H -3.077685 4.012217 2.504778 -0.054 -0.468 -0.732 0.0000
H 3.935555 3.709537 1.970698 -0.113 -0.769 -0.585 0.0000
H 1.112745 0.594957 2.499518 -0.671 0.007 0.172 0.0000
H -4.480875 -7.768703 0.686608 1.146 0.623 0.140 0.0000
H -0.678545 4.986847 1.937028 0.163 -0.579 0.600 0.0000
H 0.748525 0.100357 5.481048 0.319 -0.291 0.497 0.0000
H -3.065795 3.867987 -5.200852 0.125 0.159 0.542 0.0000
H -3.482385 -7.446793 -1.538322 -0.119 0.632 -0.032 0.0000
H -5.609655 0.919777 -0.705742 0.180 1.124 -0.268 0.0000
H -6.775575 -10.186073 0.592238 0.393 -0.118 0.127 0.0000
H -1.541915 0.066117 4.336358 -0.295 -0.106 -0.170 0.0000
H -5.664725 3.155467 3.319108 0.078 -0.088 0.143 0.0000
H 0.957105 -8.723973 -2.196722 0.401 0.987 -0.522 0.0000
H -2.397605 8.861657 -4.302382 -0.570 0.655 -0.127 0.0000
H -5.003575 2.625187 -2.379832 -0.271 -1.198 0.422 0.0000
H 2.194995 4.435087 -3.887312 0.565 0.557 0.580 0.0000
H 2.604425 -5.938413 -2.707232 0.263 0.061 0.057 0.0000
H 2.574925 0.469457 -0.570742 -0.349 0.227 0.034 0.0003
H -1.074665 11.069247 -3.967422 -0.881 0.429 -0.200 0.0000
H -1.007685 -3.303363 3.646458 -0.362 0.186 -0.588 0.0000
H -5.831485 6.241627 -4.765122 0.016 0.219 -0.244 0.0000
H -1.746395 7.816887 -2.380922 -0.083 0.494 0.322 0.0000
H -1.768565 5.714377 0.128048 0.518 0.195 -0.369 0.0000
H 1.391065 4.423947 0.536318 -0.113 -0.635 -0.107 0.0000
H 3.781485 -4.722973 -4.127542 0.649 0.121 -0.855 0.0000
H 3.929215 4.600627 0.322048 -0.096 -0.916 -0.300 0.0000
H -2.447995 12.511547 -2.512012 0.334 0.109 -0.180 0.0000
H -1.758125 1.589797 7.908718 -0.277 0.433 -0.740 0.0000
H 1.790575 2.365337 10.742068 0.184 0.370 0.422 0.0000
H 0.339855 8.632617 2.728648 0.243 0.449 0.135 0.0000
H -1.232135 9.178147 3.370188 -0.170 0.013 0.237 0.0000
H -3.870905 -4.052793 -3.302512 -0.033 -0.454 0.163 0.0001
H 6.903915 -3.332833 4.754358 0.209 -0.163 0.219 0.0000
H -4.695085 -1.891493 -3.799332 -0.469 0.466 0.505 0.0000
H 1.459705 3.729577 2.238628 0.278 -0.355 -0.185 0.0000
H -2.327305 1.630837 3.056318 0.046 0.161 0.100 0.0000
H -3.306415 5.077267 -0.279132 -0.142 -0.061 -0.124 0.0000
H 4.606355 -2.005663 3.260308 -0.648 -0.265 -0.510 0.0000
H 2.383865 -0.064983 -2.185212 -0.457 -0.552 0.071 0.0020
H 6.971045 3.419377 2.181278 -0.176 -0.078 0.110 0.0000
H 5.190945 -3.694773 4.523088 -0.188 -0.061 0.098 0.0000
H 0.719175 1.709117 -1.983202 0.236 -0.327 0.625 0.0006
H -2.553495 -2.772773 4.403588 -0.169 -0.601 0.072 0.0000
H 1.337205 3.032747 -3.796462 -0.168 -0.711 0.863 0.0000
H 3.042135 -3.968813 4.043018 0.299 -0.313 0.356 0.0000
H 2.311635 -1.275403 1.415408 0.062 -0.121 -0.243 -0.0004
H -2.147535 5.185697 -5.998452 -0.164 -0.161 -0.077 0.0000
H -6.847255 0.060577 -0.095932 -1.359 0.585 0.304 0.0000
H -1.058835 12.024547 -1.422702 0.139 0.485 -0.176 0.0000
H 4.545125 -6.121783 4.177978 0.280 0.097 -0.002 0.0000
H -0.673685 6.429477 -4.680662 0.515 0.113 0.168 0.0000
H -0.184325 1.498277 5.680958 -0.927 0.209 -0.432 0.0000
H 2.122115 -3.203563 0.081068 0.283 0.408 0.073 0.0000
H -1.053615 4.491237 -2.930632 0.249 -0.139 -1.050 0.0001
H 4.923305 -0.576113 1.428568 0.251 0.551 -0.912 0.0000
H 3.462575 -3.037093 -5.629812 0.062 0.802 -0.214 0.0000
H -5.281875 3.212857 -4.660502 0.147 -0.303 -0.644 0.0000
H -5.847445 5.315527 -6.279882 0.134 -0.156 -0.284 0.0000
H 1.354665 -0.828133 -9.030952 0.279 -0.066 -0.102 0.0000
H 3.317345 -1.351903 -6.891142 -0.625 -0.134 -0.746 0.0000
H 4.438185 -2.272243 -4.267802 0.616 -0.028 -0.570 0.0000
H -2.325875 6.531987 -4.204532 -0.225 -0.245 0.210 0.0000
H -1.971805 -1.726463 3.211758 0.534 -0.229 -0.870 0.0000
H 3.187445 -8.572893 2.983378 -0.645 0.144 -0.209 0.0000
H 3.541215 -3.905203 -2.754572 -0.136 1.135 0.616 0.0000
H 8.693445 3.731087 2.476638 -0.083 0.101 -0.129 0.0000
H 3.338565 1.956587 -2.325092 -0.348 -0.210 -0.620 0.0000
H 2.026195 -6.159753 0.417558 -0.346 -0.013 -0.129 0.0000
H -6.809235 4.070747 -4.399332 -0.066 -0.094 -0.493 0.0000
H 4.281945 3.306547 -2.893662 0.076 0.068 -0.044 0.0000
H 4.222375 -10.230613 5.472198 0.442 0.175 0.127 0.0000
H -0.809695 1.711337 1.075848 0.214 0.370 -0.304 -0.0003
H 2.755085 -10.301803 4.661758 -0.468 0.318 -0.737 0.0000
H -1.331385 -9.079903 -2.677442 0.080 -0.052 -0.084 0.0000
H -2.861145 0.663507 -6.817272 0.165 0.636 -0.115 0.0000
H 0.131145 1.263697 -4.719832 -0.013 -0.308 -0.096 0.0007
H -4.456785 4.732297 -2.842342 0.158 0.099 -0.163 0.0000
H -2.147915 -0.423483 5.939318 -0.380 -0.548 -0.212 0.0000
H 0.677015 -9.387303 -0.753352 -1.105 -0.085 0.938 0.0000
H -0.763865 1.939147 -6.076492 0.037 0.385 -0.165 0.0000
H -3.149625 -1.166603 -3.278122 0.267 0.421 -1.023 0.0000
H -4.033025 -9.402613 0.669098 -0.547 -0.914 -0.233 0.0000
H -0.833535 8.961577 -4.930772 0.673 -0.072 0.254 0.0000
H -3.698505 -9.052043 -1.991992 0.148 -0.608 0.149 0.0000
H -1.920625 8.967727 -0.179722 -0.771 -0.590 0.472 0.0000
```
Forces are in eV/Å.